No. 1
15
Properties=species:S:1:pos:R:3:forces:R:3:nbo_charge:R:1 method="wB97M-V/def2-TZVPD" gap_ev=9.748 e_above_lowest_kcal_mol=34.9 smiles="C=C/C=C/CN" e_lumo_ha=0.0413 spin_multiplicity=1
H 1.23706 -1.88260 1.73789 0.0 0.2 0.0 0.1957
C 0.06362 0.49819 -0.18481 -0.1 1.0 0.6 -0.2480
H -0.68859 1.96310 -2.22057 0.3 0.2 -0.1 0.1850
H 1.41522 -1.78970 -0.81404 0.1 0.0 0.1 0.3518
N 0.84206 -2.38064 -0.22618 0.0 -0.1 -0.2 -0.8299
H -1.05987 2.03438 0.81031 0.2 0.6 0.1 0.1996
H 0.06116 -2.66336 -0.80323 -0.2 0.1 0.2 0.3574
C 0.44093 -1.70465 1.00227 0.9 -0.3 -0.2 -0.2583
C -0.64204 1.78935 -0.15899 0.0 -0.6 -0.1 -0.2009
H -0.40671 -2.23843 1.43247 -0.2 0.1 -0.1 0.2058
C -0.92582 2.44249 -1.27805 0.1 0.1 -0.4 -0.3908
H 0.60001 0.29452 -1.09975 -0.3 -0.6 -0.3 0.1998
C 0.11122 -0.24769 0.91344 -0.4 -0.7 0.2 -0.1628
H -1.38798 3.41497 -1.36266 -0.3 -0.1 0.3 0.2024
H -0.24513 0.14451 1.86646 -0.2 0.2 -0.2 0.1933

***

No. 2
15
Properties=species:S:1:pos:R:3:forces:R:3:nbo_charge:R:1 method="wB97M-V/def2-TZVPD" gap_ev=10.323 e_above_lowest_kcal_mol=21.4 e_lumo_ha=0.0357 spin_multiplicity=1
C -1.83843 -0.33418 0.55731 -0.1 0.2 -0.2 -0.6381
C 1.26005 1.09593 -1.27069 0.6 0.4 0.7 0.1081
H 1.58915 -0.96282 0.42217 -0.2 0.0 -0.1 0.2300
C -0.41588 -0.15475 0.09393 -0.3 0.5 -0.3 0.0687
H 0.32056 -2.16275 0.17599 -0.1 0.0 0.1 0.2229
H 2.04744 1.31154 0.44476 0.0 0.0 -0.3 0.3265
H 1.34122 1.12539 -2.37123 0.2 0.0 0.4 0.1708
C 0.54060 -1.18868 0.62561 0.3 0.1 -0.1 -0.6620
N 2.29727 1.33723 -0.55152 -0.7 -0.3 -0.8 -0.5993
H 0.43417 -1.28050 1.71172 -0.1 -0.1 -0.1 0.2190
H -2.52288 0.37521 0.08001 0.2 -0.1 0.1 0.2158
H -0.85682 1.52246 -1.13237 -0.2 -0.2 0.1 0.2127
H -1.90425 -0.18466 1.64002 0.0 -0.1 -0.1 0.2173
H -2.19165 -1.34361 0.32276 0.0 0.0 0.1 0.2158
C -0.10054 0.84418 -0.74848 0.3 -0.6 0.3 -0.3084

***

No. 3
15
Properties=species:S:1:pos:R:3:forces:R:3:nbo_charge:R:1 method="wB97M-V/def2-TZVPD" gap_ev="7.558 / 9.201" e_above_lowest_kcal_mol=93.8 e_lumo_ha="-0.0348 / 0.0026" spin_multiplicity=1
H -2.74609 -1.44163 -0.32067 0.4 -0.1 -0.2 0.2274
C -2.33989 0.34920 -1.36091 0.5 1.2 0.0 0.2028
H -1.99405 -1.57563 -2.04421 0.1 -0.2 0.4 0.2274
H -0.08679 0.17598 -1.29960 -0.3 0.4 -0.2 0.1906
H 1.84589 -1.01639 0.05077 0.1 -0.1 -0.1 0.2274
C 0.02780 0.06857 -0.24690 0.6 -0.2 0.2 -0.1808
H -0.76305 0.28063 0.46165 0.2 0.3 -0.3 0.1939
C 1.68370 0.43009 1.64226 0.0 -0.1 0.0 -0.6016
C -2.14852 -1.01339 -1.12422 -0.5 0.0 -0.2 -0.4982
N -2.18367 1.50150 -1.48093 -0.5 -0.9 0.0 -0.3349
H 2.74468 0.37220 1.90667 -0.2 0.1 0.0 0.2145
H 1.13212 -0.22034 2.32415 0.0 0.1 0.1 0.2053
H 1.33239 1.45853 1.76548 0.1 -0.1 0.2 0.2099
C 1.45562 -0.00648 0.20498 -0.2 -0.1 -0.2 -0.5051
H 2.03985 0.63717 -0.47851 -0.2 -0.2 0.1 0.2214

***

No. 4
15
Properties=species:S:1:pos:R:3:forces:R:3:nbo_charge:R:1 method="wB97M-V/def2-TZVPD" gap_ev=12.359 e_above_lowest_kcal_mol=0.0 smiles=CC(C)CC#N e_lumo_ha=0.0321 spin_multiplicity=1
C -0.52087 0.11277 0.29456 0.0 0.0 0.0 -0.1968
H 0.50165 1.40587 -1.12607 -0.1 0.0 0.1 0.2163
C -0.30848 1.46354 -0.38853 0.0 0.0 0.0 -0.6135
N 2.74868 -0.88121 -0.46693 -0.9 0.3 0.7 -0.3351
H -1.16610 -1.90810 -0.20697 0.0 0.0 0.0 0.2099
C 1.86954 -0.62543 0.24106 0.8 -0.2 -0.6 0.2877
H 1.02311 0.49805 1.78817 0.0 -0.1 -0.1 0.2477
C -0.90965 -0.97259 -0.70804 0.0 0.0 0.0 -0.6155
H -0.08930 -1.17829 -1.39948 0.0 0.0 0.0 0.2189
C 0.72455 -0.30415 1.10333 0.0 0.0 0.1 -0.5116
H 0.50155 -1.18692 1.71285 0.1 0.1 -0.1 0.2483
H -1.21794 1.77779 -0.91172 0.1 -0.1 0.1 0.2156
H -1.33098 0.21783 1.02911 0.1 0.0 -0.1 0.2044
H -0.05394 2.24407 0.33846 0.0 -0.1 -0.1 0.2086
H -1.77183 -0.66323 -1.29982 0.0 0.0 0.0 0.2153

***

No. 5
15
Properties=species:S:1:pos:R:3:forces:R:3:nbo_charge:R:1 method="wB97M-V/def2-TZVPD" gap_ev=10.273 e_above_lowest_kcal_mol=124.6 e_lumo_ha=0.0392 spin_multiplicity=1
C -0.22054 1.00665 -0.05857 -3.5 2.4 2.1 -0.2262
H -0.21868 0.02175 -1.93375 -0.1 -1.0 0.8 0.1867
H -0.23384 2.13370 -0.38820 -0.8 -1.9 1.5 0.2297
H 1.15319 -1.88167 -0.91059 -0.5 3.3 1.2 0.2429
C 1.05273 0.53221 0.18365 7.2 -1.0 -2.9 -0.4270
H 1.76495 1.12661 -0.57107 -0.7 -1.8 1.5 0.1962
C 0.82098 -1.02973 -0.09113 1.5 -4.2 1.9 -0.3003
C -0.89950 -0.08339 1.07261 -6.4 3.9 -8.8 -0.2034
H 1.31225 -1.55455 0.83635 -1.4 0.7 -1.3 0.1916
H -0.67960 -0.27523 1.97755 2.5 -1.5 6.3 0.1768
H 1.43497 0.62102 1.19438 0.3 0.4 0.0 0.2074
H -2.00510 0.23764 1.01511 1.3 -0.8 0.5 0.1858
C -0.76698 -0.00713 -0.94688 -2.7 3.7 -6.6 -0.2581
N -0.74100 -1.05290 -0.08139 3.9 -2.5 3.5 -0.3976
H -1.77383 0.20500 -1.29807 -0.6 0.2 0.3 0.1954

***

No. 6
15
Properties=species:S:1:pos:R:3:forces:R:3:nbo_charge:R:1 method="wB97M-V/def2-TZVPD" gap_ev=10.599 e_above_lowest_kcal_mol=22.6 e_lumo_ha=0.0377 spin_multiplicity=1
H -2.58905 -0.92501 -0.43352 0.2 0.2 0.0 0.3249
H -0.28606 1.75887 -0.71857 0.0 -0.3 0.1 0.2375
H -1.88722 -1.17384 1.78810 0.2 -0.1 -0.1 0.2293
H 2.79664 -0.08379 -1.79244 -0.1 0.0 0.0 0.2002
C 1.35975 0.42436 -0.32664 0.6 0.1 -0.8 -0.1767
C -1.01247 -0.03814 0.19988 -1.8 -0.3 -1.2 0.3355
C 1.83229 0.36603 -1.57852 -0.3 0.0 0.8 -0.3804
H 1.26072 0.75260 -2.41792 0.1 0.0 0.1 0.1982
C -0.90100 -1.01031 1.34487 0.3 0.2 0.2 -0.6996
N -1.97537 -0.13542 -0.66212 1.4 0.4 0.9 -0.6285
C 0.04222 1.04101 0.04190 -0.4 0.0 -0.1 -0.5071
H -0.22831 -0.62331 2.11424 0.0 -0.2 0.0 0.2145
H -0.51296 -1.96157 0.97080 0.0 0.0 0.1 0.2365
H 0.13769 1.58716 0.98636 0.0 -0.1 0.0 0.2196
H 1.96314 0.02137 0.48357 -0.1 0.0 -0.1 0.1959

***

No. 7
15
Properties=species:S:1:pos:R:3:forces:R:3:nbo_charge:R:1 method="wB97M-V/def2-TZVPD" gap_ev=9.824 e_above_lowest_kcal_mol=46.2 smiles=C1C[C@@H]2C[C@@H]2N1 e_lumo_ha=0.0426 spin_multiplicity=1
H -1.65507 -0.26297 1.60543 0.5 1.0 -2.5 0.2239
H -2.65104 0.19482 0.17574 -2.0 0.4 -1.0 0.2067
H -1.12286 -1.22035 -1.33345 0.6 0.6 1.1 0.1933
H 0.72233 1.49104 1.26887 -0.1 -0.8 -0.8 0.2147
H 1.36000 1.84255 -0.30544 -0.5 0.4 -0.6 0.2193
H 0.64999 -2.16541 -0.01415 -0.4 1.0 0.4 0.3649
C -1.67812 0.01427 0.45384 0.9 0.1 3.9 -0.4073
C 0.74541 1.11404 0.20956 1.6 -0.6 1.1 -0.4215
H 1.72197 -0.47859 -1.01398 -0.1 1.0 -0.6 0.1594
H 2.39708 -0.47476 0.50697 -0.6 0.4 0.7 0.1964
H -0.96653 1.34650 -1.14160 -0.4 0.5 -0.6 0.2238
C 1.43346 -0.24734 0.01677 1.3 -1.2 0.3 -0.2124
C -0.75802 -0.67752 -0.40506 0.2 -3.5 -1.9 -0.0886
C -0.58171 0.74691 -0.35715 -1.3 1.8 0.7 -0.2458
N 0.38311 -1.22317 0.33366 0.3 -1.1 -0.3 -0.6267

***

No. 8
15
Properties=species:S:1:pos:R:3:forces:R:3:nbo_charge:R:1 method="wB97M-V/def2-TZVPD" gap_ev=7.659 e_above_lowest_kcal_mol=70.0 smiles="C=C/C(N)=C/C" e_lumo_ha=0.0221 spin_multiplicity=1
H 1.25042 0.13633 1.51479 0.4 -0.2 -1.0 0.1978
H -0.04861 2.25468 2.19075 -0.3 -0.1 0.3 0.2060
H -2.06460 -0.96199 -0.82857 -0.2 0.5 -0.2 0.3822
H 0.55245 2.41293 0.57186 0.3 -0.2 0.1 0.2007
C 1.65683 -0.63385 -1.32770 -0.9 -0.5 -0.6 -0.3085
C -0.30228 -0.42046 0.10867 -0.2 -0.4 -1.0 0.1856
H -0.05044 -1.87272 -1.51551 -0.5 0.7 -1.3 0.2152
H 2.17591 -0.82740 -2.25448 0.1 -0.6 0.0 0.1931
H 2.26040 -0.24432 -0.52172 -0.3 1.0 -0.1 0.2031
C 0.34796 -0.92894 -1.14938 2.4 -1.5 2.9 -0.2736
C 0.28713 0.34307 1.05898 0.0 1.1 0.4 -0.3661
C -0.11168 1.80569 1.20558 -0.5 -0.2 -0.2 -0.6220
N -1.67985 -0.56304 0.00686 0.5 0.8 0.5 -0.7939
H -1.08082 2.01208 0.74028 -0.2 0.0 0.4 0.1934
H -2.18145 0.14949 0.51634 -0.5 -0.4 -0.1 0.3869

***

No. 9
15
Properties=species:S:1:pos:R:3:forces:R:3:nbo_charge:R:1 method="wB97M-V/def2-TZVPD" gap_ev=9.972 e_above_lowest_kcal_mol=104.2 smiles=C1C[C@@H]2N[C@@H]2C1 e_lumo_ha=0.0403 spin_multiplicity=1
C -1.28432 -0.07435 0.41057 2.0 2.8 1.1 -0.4093
N 1.73528 0.04420 0.68462 2.4 -2.8 7.8 -0.5979
C 1.01904 0.66820 -0.19804 -4.0 10.9 -6.1 -0.0497
H -0.56087 -1.84920 0.75854 0.8 -2.3 0.9 0.2273
H -1.19989 0.14294 1.54687 -0.8 -1.5 -1.5 0.1983
H -0.77772 1.22041 -1.19742 0.5 0.1 0.8 0.1899
H 1.66273 -1.01218 -1.20707 -2.1 -0.2 2.3 0.1939
H 1.47062 0.04008 1.82137 0.4 -0.1 -4.3 0.3715
H 1.57818 1.09455 -1.16994 -0.9 0.3 2.5 0.1543
H -0.83286 2.29872 0.13344 0.7 -1.7 0.8 0.2307
H -2.27126 -0.14081 0.00696 -0.8 0.1 0.3 0.2234
C 0.91514 -0.65530 -0.32755 4.5 -6.2 -1.7 -0.0761
C -0.52011 1.22293 -0.09012 0.3 -0.5 -3.0 -0.4347
C -0.37057 -1.24744 -0.06930 -2.2 0.4 -1.9 -0.4455
H -0.56339 -1.75275 -1.10295 -0.8 0.8 2.0 0.2239

***

No. 10
15
Properties=species:S:1:pos:R:3:forces:R:3:nbo_charge:R:1 method="wB97M-V/def2-TZVPD" s_squared=0.778 gap_ev="9.389 / 8.410" total_charge=+1 e_above_lowest_kcal_mol=9.3 e_lumo_ha="-0.1489 / -0.2413" spin_multiplicity=2
H -0.58082 2.54480 1.09855 0.0 0.1 -0.2 0.2717
H 1.57815 0.12216 0.36410 -0.3 0.3 0.3 0.2387
H -1.68058 -0.48420 -0.86058 0.0 -0.2 -0.1 0.4246
C -0.56212 0.47287 0.54690 -0.2 -0.6 -0.3 0.3339
H 0.50741 1.50071 2.03624 -0.1 0.2 -0.2 0.2557
C 0.58091 -0.27391 0.18709 0.7 -0.5 -1.2 -0.1211
H -2.56316 0.59689 0.13787 0.0 0.2 0.0 0.4292
H 2.54672 -0.91678 -1.56487 -0.4 0.6 0.2 0.2196
C 0.56025 -1.35037 -0.79125 0.7 0.3 1.6 -0.2883
H -1.19550 1.51742 2.37178 -0.2 -0.3 -0.3 0.2704
C 1.57716 -1.39645 -1.67978 0.3 -0.2 -0.6 -0.1871
C -0.47106 1.56380 1.55349 0.3 -0.1 0.6 -0.6897
N -1.67624 0.18853 -0.11443 0.0 0.5 0.8 -0.6341
H -0.11620 -2.19081 -0.64536 -0.7 0.5 -0.9 0.2472
H 1.49507 -1.89467 -2.63976 -0.1 -0.6 0.3 0.2291

***

No. 11
16
Properties=species:S:1:pos:R:3:forces:R:3:nbo_charge:R:1 method="wB97M-V/def2-TZVPD" gap_ev=7.889 total_charge=+1 e_above_lowest_kcal_mol=129.2 e_lumo_ha=-0.2209 spin_multiplicity=1
H -0.64313 -2.36333 -1.28715 3.6 -0.9 0.2 0.3404
H -0.68371 1.90664 0.70767 0.9 -1.7 -0.6 0.4370
H 2.44817 0.87188 2.09682 0.9 -0.3 -0.1 0.2592
C -1.61747 -0.96476 -0.68662 0.9 1.2 1.2 0.4845
H -1.71538 -2.01119 -2.51988 0.0 0.0 1.3 0.3328
C -1.63518 -2.14218 -1.38669 -4.1 -2.5 -1.9 -0.7790
C -1.30970 0.22024 -0.30880 2.2 1.2 0.0 -0.0804
H 1.89151 2.41342 1.41528 0.4 0.6 -0.2 0.2542
N 1.59665 -0.01158 -0.44188 -1.3 -0.4 -0.9 -0.6595
H -2.21849 -3.08693 -1.02974 0.6 2.1 -0.5 0.2959
C 1.64701 1.39461 1.63178 -2.2 0.2 2.0 -0.6993
H 0.83411 1.44450 2.47577 1.4 -0.1 -1.6 0.2368
H -1.94167 0.80992 -0.97163 -1.0 0.4 0.0 0.3340
C 1.08717 0.71206 0.43365 -0.4 -0.1 0.3 0.4592
H 2.57700 -0.17300 -0.47820 0.8 0.0 0.6 0.3861
N -0.31689 0.97970 0.34963 -2.8 0.3 0.0 -0.6021

***

No. 12
16
Properties=species:S:1:pos:R:3:forces:R:3:nbo_charge:R:1 method="wB97M-V/def2-TZVPD" gap_ev=9.773 total_charge=+1 e_above_lowest_kcal_mol=110.2 e_lumo_ha=-0.2036 spin_multiplicity=1
H -2.41461 1.80577 1.35504 -0.4 2.4 -0.4 0.2927
N 0.07090 0.09731 1.36664 1.0 -0.4 0.0 -0.6293
H 1.06314 -1.83888 -2.36485 -0.5 1.0 0.4 0.2387
H 2.36450 -0.90618 -2.59860 1.3 0.9 -0.5 0.2470
C 0.24182 -0.12508 -0.14851 -0.7 0.7 3.2 0.6169
C -1.14189 0.39466 0.94572 -0.4 0.1 0.2 0.6661
H 0.78988 -0.10583 -2.63834 -1.5 1.8 -1.7 0.2298
C 1.40087 -0.78381 -2.18876 0.7 -3.8 2.2 -0.5922
H -3.28573 0.32765 1.40612 0.7 -0.1 -0.2 0.3102
H 0.69006 0.06130 2.21712 -1.5 0.0 -1.0 0.4701
H -2.10115 0.71006 2.79808 -0.7 0.5 -2.3 0.2645
C -2.32632 0.81606 1.64489 0.4 -2.2 3.4 -0.7157
H 2.25117 -0.94070 -0.00953 -1.7 0.2 -0.9 0.2991
C 1.45333 -0.44979 -0.67644 4.6 0.5 -2.2 -0.5326
H 1.87273 0.64255 -0.66187 -0.4 -1.1 0.1 0.3239
N -0.92870 0.29490 -0.44670 -0.9 -0.5 -0.4 -0.4892

***

Quick rundown of E, same order as above: -6819.4807, -6820.0685, -6816.9260, -6820.9938, -6815.5897, -6820.0154, -6818.9930, -6817.9596, -6816.4777, -6812.4734, -8300.1313, -8300.9522 eV